# C4H11NO2

2 unconnected molecules or ions with the total composition C4H11NO2 at a distorted geometry (ωB97M-V/def2-TZVPD, the OMol25 dataset).

Cartesian coordinates (Å):
C1 -0.9962 0.5937 -0.9502
N1 -0.5087 -0.6212 -0.2868
C2 -1.5332 -1.6755 -0.0380
C3 0.3877 -0.4644 0.8824
C4 1.4897 -0.3768 -0.1993
O1 2.1234 0.5893 -0.5539
H1 -1.3753 1.3613 -0.2712
H2 -0.1066 1.0834 -1.3597
H3 -1.6157 0.2324 -1.7630
H4 -2.0388 -1.7564 -0.9948
H5 -2.1307 -1.3970 0.8297
H6 -0.9646 -2.5399 0.2990
H7 0.7873 -1.3260 1.4146
H8 0.4480 0.3832 1.5624
H9 1.7314 -1.3715 -0.5916
H10 2.0347 2.1563 0.2944
H11 0.7485 2.2872 0.9455
O2 1.5191 2.8417 0.7803

Values from the calculation:
* highest occupied orbital energy: -0.34007 hartree
* net charge: 0
* calculated total energy: -9909.2423 eV
* SMILES: CN(C)CC=O.O
* ΔE to the lowest compared entry with this formula, charge and spin: 289.4 kJ/mol
* E_LUMO: 0.71 eV
* frontier orbital gap: 10.0 eV